Record 1
# C23H16Co2NO6

A structure of composition C23H16Co2NO6 (the ωB97M-V functional and the def2-TZVPD basis, OMol25).

XYZ file:
```
48
Properties=species:S:1:pos:R:3:forces:R:3
C -0.32241 -1.88908 -4.55499 -0.1 -0.1 0.6
N -0.34771 -1.90543 -3.09983 -0.1 0.3 -0.5
C 0.88189 -1.93612 -2.45821 1.4 -0.2 0.5
C 0.97723 -1.98581 -1.04266 -0.3 0.5 0.2
C -0.24824 -1.83590 -0.20871 0.2 -0.7 0.3
H -0.16542 -0.67109 0.36785 -0.2 -1.9 -1.0
C -1.52397 -2.05089 -0.96303 0.2 0.7 0.0
C -1.53959 -1.98179 -2.39076 -1.4 -0.4 0.5
C -2.80534 -2.04841 -3.03204 0.0 -0.1 0.0
C -3.97942 -2.23400 -2.28850 -0.3 0.5 0.6
C -3.96036 -2.26921 -0.87902 0.4 -0.2 -0.7
C -2.72198 -2.15739 -0.24076 0.2 -0.2 -0.9
C 2.22508 -1.95069 -0.40216 -0.5 -0.2 -1.0
C 3.39816 -1.88358 -1.14184 -0.1 -0.2 -0.6
C 3.32025 -1.89556 -2.54822 0.3 0.3 0.5
C 2.08117 -1.93285 -3.20740 0.1 -0.1 0.1
H -1.33588 -1.84658 -4.93061 0.2 0.0 -0.2
H 0.24639 -1.03163 -4.92843 -0.1 0.0 0.0
H 0.16924 -2.80055 -4.90265 -0.1 0.0 -0.3
H -0.21459 -2.48073 0.70914 0.0 0.4 -0.7
H -2.93098 -1.95664 -4.12874 0.2 -0.2 0.9
H -4.94584 -2.25238 -2.81881 0.6 -0.1 0.3
H -4.86961 -2.40877 -0.29273 0.2 0.1 -0.3
H -2.62359 -2.16508 0.83657 -0.2 0.0 0.1
H 2.22129 -1.97811 0.67773 0.1 0.1 0.1
H 4.34891 -1.83545 -0.61536 -0.1 0.0 -0.3
H 4.25598 -1.79429 -3.11901 -0.6 -0.2 0.2
H 2.05240 -1.96717 -4.31256 0.2 0.1 0.9
O -2.90911 3.28118 4.59689 3.4 0.0 -1.0
C -1.77996 3.21953 4.27632 -3.2 -1.2 0.9
Co -0.05574 3.38704 3.83055 -2.4 1.8 0.1
C -0.49407 4.46520 2.42998 -1.3 2.2 -2.2
O -0.84245 5.32868 1.73065 1.0 -2.1 1.7
C -0.05407 4.66985 5.04552 0.9 0.9 1.8
O -0.05106 5.58730 5.74866 -0.2 -1.1 -1.1
C 0.24925 1.36716 3.44494 -0.4 -2.4 1.3
C 0.29523 1.01882 2.10916 -3.4 -0.4 -2.1
C -0.47789 0.52843 1.01164 -0.6 3.3 1.4
Co 1.62068 2.17392 2.58219 2.1 1.9 0.1
C 1.42993 2.95513 1.06042 0.2 1.0 -3.2
O 1.22441 3.43729 0.02029 0.3 -0.8 1.8
C 3.31572 1.70042 2.57173 3.0 -0.6 0.5
O 4.45507 1.43378 2.44876 -2.9 0.6 0.1
C 1.75255 3.84897 3.60694 3.5 0.1 0.1
O 2.57796 4.67341 3.86280 -2.1 -1.4 -0.5
H 0.07319 0.61190 4.24178 0.1 0.8 -0.3
H -0.39241 1.19334 0.05809 0.1 -1.6 1.5
H -1.58024 0.26384 1.23845 1.7 0.4 -0.3
```
Positions in Å, forces in eV/Å.

Values from the calculation:
Charge = -1
ΔE to the lowest compared entry with this formula, charge and spin = 134.4 kJ/mol
Gap between HOMO and LUMO = 0.224 Ha

Record 2
# C2H2N4O2

A cluster of 2 separate species, C2H2N4O2 in total (the ωB97M-V functional and the def2-TZVPD basis, OMol25).

XYZ file:
```
10
Properties=species:S:1:pos:R:3:forces:R:3
C 1.65305 1.51093 0.00045 -3.6 -1.0 0.2
C -0.40701 0.34194 -0.02034 3.1 -1.1 0.6
N 2.76270 1.72427 -0.09084 2.1 0.5 -0.1
N 0.30009 1.34772 0.04935 1.8 0.9 -0.2
N -1.68320 0.18046 -0.15658 -0.7 2.3 0.0
N 0.41901 -1.47023 0.10424 -0.2 3.0 -1.7
O -0.45382 -2.27940 -0.00100 -0.2 -1.0 0.5
O 1.61189 -1.57987 -0.04384 -1.3 0.1 0.7
H -2.30487 0.95681 0.12656 0.5 -0.9 -0.4
H -1.89785 -0.73263 0.03201 -1.6 -2.9 0.4
```
Positions in Å, forces in eV/Å.

Values from the calculation:
ΔE to the lowest compared entry with this formula, charge and spin = 572.8 kJ/mol
Gap between HOMO and LUMO = 0.339 Ha

Record 3
# C4H3HgO6

A structure of composition C4H3HgO6 (the ωB97M-V functional and the def2-TZVPD basis, OMol25).

XYZ file:
```
14
Properties=species:S:1:pos:R:3:forces:R:3
C -1.13693 0.29815 -2.16723 -0.7 -1.5 0.8
C 0.25235 0.72531 -2.19759 0.5 -0.3 -0.7
O 0.90917 0.61144 -1.00468 0.0 2.7 -3.5
C 2.33415 0.62935 -0.83819 1.3 1.6 -2.4
O 3.03861 1.12110 -1.67968 -0.7 -0.6 0.9
O 2.55493 0.07198 0.27820 1.5 0.2 1.1
H -1.64831 0.68494 -1.27498 0.0 0.0 -0.3
H 0.87446 0.80528 -3.08773 -0.1 0.0 0.3
H -1.65114 0.60471 -3.08335 0.1 -0.3 0.3
O -1.39140 -1.26762 -2.10425 0.5 2.5 -1.1
O -1.72918 -3.16158 -1.08755 0.7 1.7 0.6
O -0.85371 -1.47430 0.07737 -3.2 -1.1 1.5
C -1.32521 -2.00645 -0.98480 -1.1 -2.8 -1.9
Hg 0.68282 -0.57307 0.63214 1.2 -2.1 4.3
```
Positions in Å, forces in eV/Å.

Values from the calculation:
2S+1 = 2
Expectation value of S² = 0.7547
ΔE to the lowest compared entry with this formula, charge and spin = 16.9 kJ/mol
Gap between HOMO and LUMO (spin up / spin down) = 0.281 / 0.317 Ha

Record 4
# C2H2O3Tl

A structure of composition C2H2O3Tl (the ωB97M-V functional and the def2-TZVPD basis, OMol25).

XYZ file:
```
8
Properties=species:S:1:pos:R:3:forces:R:3
O 0.09049 1.60029 -0.13341 4.5 1.3 6.8
C 0.61894 0.65967 0.71916 1.2 4.3 -1.5
Tl -0.78153 0.55797 -1.42235 -5.4 2.0 -9.6
H 1.42178 0.97211 1.39738 -0.6 0.1 0.0
O -0.46250 -1.05014 -0.47269 3.3 -4.4 4.0
C 0.38226 -0.66933 0.47274 -3.6 -4.3 1.8
O 0.52837 -1.58125 1.48152 0.0 2.3 -0.4
H 0.40513 -1.04634 2.32736 0.7 -1.2 -1.0
```
Positions in Å, forces in eV/Å.

Values from the calculation:
Charge = +1
ΔE to the lowest compared entry with this formula, charge and spin = 76.2 kJ/mol
Gap between HOMO and LUMO (spin up / spin down) = 0.261 / 0.271 Ha

Record 5
# C6H6

An isolated molecule of C6H6 (the ωB97M-V functional and the def2-TZVPD basis, OMol25).

XYZ file:
```
12
Properties=species:S:1:pos:R:3:forces:R:3
C 1.71826 1.21007 -0.29836 0.1 0.1 -0.1
C 0.73146 0.87853 0.81951 0.1 0.1 0.1
C -0.25416 -0.09624 0.41052 -0.8 -0.3 -0.2
C -1.18745 -0.77093 0.05199 0.6 0.8 0.3
C -2.19897 -1.58369 -0.34858 -0.4 -0.5 -0.2
C -3.01382 -2.39793 -0.71490 1.1 0.1 0.2
H 2.40838 1.98769 0.03680 0.0 -0.1 -0.1
H 2.29190 0.32317 -0.58238 0.0 0.1 0.0
H 1.18775 1.56756 -1.18649 0.1 0.0 0.2
H 0.15029 1.76389 1.10111 0.2 0.1 0.1
H 1.24458 0.52548 1.71993 0.0 0.1 -0.1
H -3.07821 -3.40760 -1.00914 -1.0 -0.5 -0.3
```
Positions in Å, forces in eV/Å.

Values from the calculation:
ΔE to the lowest compared entry with this formula, charge and spin = 376.0 kJ/mol
SMILES = C#CC#CCC
Gap between HOMO and LUMO = 0.368 Ha

Record 6
# C27H34Cl2N5O3V

A structure of composition C27H34Cl2N5O3V (the ωB97M-V functional and the def2-TZVPD basis, OMol25).

XYZ file:
```
72
Properties=species:S:1:pos:R:3:forces:R:3
O 1.33476 2.58324 -2.05590 -0.1 0.4 -4.8
C 1.06733 2.07014 -3.18440 2.4 1.7 1.2
C 1.71393 2.70458 -4.31926 0.3 0.6 -1.1
C 2.45151 3.89819 -4.13370 0.0 -0.2 0.0
H 2.43548 4.39036 -3.15448 0.0 -0.3 -0.4
C 3.21134 4.41969 -5.17355 -0.1 0.1 -0.2
H 3.81425 5.31840 -5.00724 -0.3 -0.3 -0.1
C 3.20622 3.80464 -6.43426 -0.3 -0.4 0.3
H 3.78090 4.23300 -7.25925 -0.2 -0.2 0.3
C 2.45468 2.63335 -6.62822 0.1 0.2 -0.1
H 2.45612 2.14791 -7.60447 0.0 0.1 0.2
C 1.71168 2.08323 -5.58604 0.0 0.5 0.6
H 1.11370 1.18026 -5.70593 0.2 0.1 -0.2
H 0.55307 1.10795 -3.32956 0.0 0.4 0.4
C -1.57188 2.19033 -2.16236 -0.7 0.4 0.0
C -0.63783 1.20941 -1.57870 1.6 -1.2 2.7
H -2.56571 2.15962 -1.68566 0.2 0.0 -0.1
H -1.74381 2.00163 -3.23887 0.0 0.0 0.3
H -1.17682 3.20878 -2.07203 -0.2 -0.1 0.0
C -0.80326 -0.08550 -1.32526 -0.6 -0.2 -0.4
C -2.12631 -0.80875 -1.34285 -0.3 -0.3 -0.4
H 0.04863 -0.75086 -1.13477 -0.2 0.5 0.6
H -2.59368 -0.81348 -2.34326 0.1 0.0 0.3
H -2.83211 -0.33346 -0.64573 0.2 -0.1 -0.2
H -1.98000 -1.84427 -1.01612 -0.1 0.2 -0.1
V 1.35933 1.71753 -0.40953 -2.8 -1.9 -0.2
Cl 1.19644 3.62302 0.68487 -0.1 1.1 0.5
Cl 3.14787 0.55038 -1.03923 0.8 -0.5 -0.4
C -2.18688 0.05673 2.59346 0.5 -1.2 -0.5
O -1.59552 -0.81839 1.96123 -0.9 1.1 0.8
N -2.45841 -0.00607 3.93284 -0.4 0.1 -0.4
C -2.29011 -1.25891 4.64897 0.0 0.1 0.1
C -3.39478 0.93786 4.52115 0.1 -0.1 -0.1
H -2.54435 1.00094 2.12333 0.2 -0.3 0.1
H -1.59814 -1.90352 4.10220 -0.1 0.1 0.1
H -3.26179 -1.76140 4.76478 0.2 0.0 -0.1
H -1.89771 -1.04622 5.64938 0.0 -0.1 -0.1
H -3.45859 1.81817 3.87295 -0.1 -0.1 0.2
H -3.04671 1.24497 5.51416 -0.1 0.0 -0.2
H -4.39218 0.48318 4.62294 0.2 0.2 0.0
H 0.92749 -6.24932 0.78425 -0.1 0.1 0.0
H 2.87018 -6.21924 -0.85695 0.0 0.2 -0.1
C 0.36825 -5.61794 0.08245 0.1 -0.1 -0.1
C 2.27192 -5.56043 -1.50058 -0.1 0.2 0.0
N 1.29276 -4.83138 -0.71329 0.1 -0.1 -0.1
H -0.30380 -4.95060 0.62502 0.1 -0.1 -0.1
C 1.26203 -3.47911 -0.68592 -0.8 0.6 0.7
O 0.48496 -2.81263 0.00325 1.0 -0.8 -0.9
H 2.92760 -4.83785 -1.99885 -0.1 -0.3 0.1
H 2.01984 -3.01362 -1.35551 -0.2 -0.1 0.2
H -0.20589 -6.28596 -0.57073 0.0 0.1 0.1
H 1.77734 -6.18475 -2.25654 0.1 0.1 0.1
N -0.97008 1.58507 9.85570 0.8 -0.6 -2.4
C -0.60032 1.34039 8.77164 -0.7 0.5 2.3
C -0.16272 1.06812 7.42842 0.1 -0.1 -0.1
C -0.46772 1.98816 6.41838 0.2 0.0 -0.3
C -0.05222 1.75343 5.11127 -0.1 0.0 0.6
C 0.60142 0.55412 4.81157 -0.2 -0.1 0.2
C 0.93460 -0.36646 5.81218 -0.3 0.4 0.3
C 0.56035 -0.09409 7.13116 0.1 -0.1 -0.3
N 0.89491 0.26160 3.47268 0.2 -0.3 -0.8
C 1.60624 -0.84149 2.98180 0.1 0.4 -0.3
C 1.80490 -0.61962 1.65552 -0.5 0.8 0.4
N 1.19263 0.58437 1.30132 -0.3 -0.4 2.0
C 0.62466 1.06406 2.40500 1.2 -0.7 -0.5
H -1.02198 2.89629 6.65848 0.2 -0.2 0.0
H -0.24475 2.50061 4.34199 0.0 -0.3 0.3
H 1.46370 -1.28712 5.55975 -0.2 0.4 0.2
H 0.83094 -0.78948 7.92890 -0.2 0.2 -0.3
H 1.93097 -1.66251 3.59915 -0.1 0.2 -0.1
H 2.36832 -1.16955 0.92338 -0.2 -0.1 0.1
H 0.12216 2.01737 2.46698 0.1 -0.2 -0.1
```
Positions in Å, forces in eV/Å.

Values from the calculation:
2S+1 = 3
Expectation value of S² = 2.1564
ΔE to the lowest compared entry with this formula, charge and spin = 387.7 kJ/mol
Gap between HOMO and LUMO (spin up / spin down) = 0.238 / 0.240 Ha

Record 7
# F2O2S

An isolated molecule of F2O2S (the ωB97M-V functional and the def2-TZVPD basis, OMol25).

XYZ file:
```
5
Properties=species:S:1:pos:R:3:forces:R:3
O 0.83008 -0.00737 1.24002 0.0 0.0 0.3
O 0.82453 0.00634 -1.24341 0.0 0.0 -0.3
F -0.91672 1.16175 0.00799 1.3 -1.1 0.0
F -0.91832 -1.16060 -0.00436 1.3 1.1 0.0
S 0.18043 -0.00013 -0.00023 -2.7 0.0 0.0
```
Positions in Å, forces in eV/Å.

Values from the calculation:
ΔE to the lowest compared entry with this formula, charge and spin = 0.0 kJ/mol
SMILES = O=S(=O)(F)F
Gap between HOMO and LUMO = 0.504 Ha